# 1
Density functional theory data (the ωB97M-V functional and the def2-TZVPD basis) for C28H32CuN2O3S2 as an isolated structure.

Each line ends with the natural charge from an NBO analysis.
Geometry (Å):
1 Cu 0.85426 -1.38862 -1.79830  0.757
2 C 3.20619 3.13995 1.37267  -0.615
3 C 2.80556 2.74335 2.79378  -0.099
4 C 2.01551 3.90456 3.41101  -0.597
5 C 4.07894 2.49900 3.61410  -0.595
6 C 1.94164 1.48345 2.80293  0.075
7 C 1.44133 0.98927 4.02567  -0.239
8 C 0.64141 -0.13248 4.10178  -0.230
9 C 0.31397 -0.78680 2.91616  -0.247
10 S -0.64534 -2.20433 2.62465  0.325
11 C -0.35571 -2.01452 0.89983  0.101
12 N 0.39583 -1.01588 0.58674  -0.490
13 C 0.79901 -0.30924 1.69818  0.189
14 C 1.62229 0.81514 1.63912  -0.239
15 C -0.93832 -2.91463 -0.10873  -0.094
16 C -1.91612 -3.82762 0.28270  -0.224
17 C -2.52377 -4.64129 -0.65823  -0.281
18 C -2.12591 -4.53420 -1.98673  -0.216
19 C -1.13972 -3.62638 -2.35311  -0.284
20 C -0.49552 -2.76795 -1.44537  -0.409
21 H 3.80980 4.05026 1.40732  0.196
22 H 2.32830 3.33407 0.75450  0.232
23 H 3.79645 2.36446 0.88313  0.228
24 H 2.61657 4.81754 3.39703  0.197
25 H 1.73919 3.70143 4.44708  0.197
26 H 1.10058 4.08575 2.84490  0.220
27 H 4.70324 3.39613 3.61959  0.197
28 H 4.65905 1.68090 3.18505  0.217
29 H 3.84761 2.24300 4.64950  0.197
30 H 1.69195 1.50567 4.94473  0.198
31 H 0.27916 -0.48484 5.05894  0.207
32 H 1.96953 1.12423 0.66519  0.257
33 H -2.23131 -3.88979 1.32072  0.197
34 H -3.28860 -5.35041 -0.36288  0.196
35 H -2.58268 -5.17076 -2.73831  0.191
36 H -0.86172 -3.59140 -3.40370  0.181
37 N 0.57896 -0.37394 -4.01410  -0.856
38 C 1.86865 -0.07575 -4.64342  -0.206
39 C 3.00156 -0.91838 -4.06147  -0.527
40 C 3.46732 -0.38027 -2.69647  0.777
41 O 4.57414 0.16266 -2.63864  -0.724
42 O 2.64659 -0.50431 -1.73269  -0.842
43 H 0.14571 -1.19481 -4.41902  0.362
44 H -0.06508 0.40052 -4.10832  0.355
45 H 2.08767 0.98067 -4.46660  0.193
46 H 1.83334 -0.21219 -5.73391  0.155
47 H 3.84853 -0.89468 -4.74910  0.210
48 H 2.66385 -1.95462 -3.95826  0.205
49 C -5.02457 -2.02529 0.88295  -0.630
50 C -4.00983 -1.05109 0.35563  -0.017
51 C -3.42811 -0.09803 1.18481  -0.208
52 C -2.46485 0.78002 0.70439  -0.239
53 C -2.07972 0.68764 -0.61977  -0.188
54 C -2.62331 -0.27359 -1.45913  -0.220
55 C -3.59622 -1.12703 -0.97274  -0.201
56 S -0.79562 1.77107 -1.22937  1.296
57 C -1.87239 2.88200 -2.15860  -0.823
58 O -0.32540 2.59058 -0.07983  -0.991
59 H -5.21279 -1.86325 1.94461  0.208
60 H -4.67039 -3.05050 0.74769  0.228
61 H -5.97505 -1.93231 0.35378  0.211
62 H -3.71300 -0.05590 2.22976  0.207
63 H -1.97719 1.50340 1.34611  0.249
64 H -2.25272 -0.39351 -2.46966  0.222
65 H -3.98548 -1.91148 -1.61123  0.218
66 H -2.63404 3.28913 -1.49494  0.230
67 H -2.33012 2.34007 -2.98640  0.219
68 H -1.23310 3.67615 -2.53768  0.230

Forces on atoms 1 to 3 (eV/Å):
Cu 0.2 -0.2 0.0
C 0.0 0.0 0.0
C 0.0 0.0 0.0

Summary:
Frontier orbital gap ... 6.0 eV
E ... -104991.1122 eV
Lowest unoccupied orbital energy ... 2.38 eV
F_max ... 0.32 eV/A
Charge ... -1

***

# 2
Density functional theory data (the ωB97M-V functional and the def2-TZVPD basis) for C28H32F5N3O4Sr as an isolated structure.

Each line ends with the Löwdin charge.
Geometry (Å):
1 Sr 0.06105 0.30620 0.31353  1.493
2 C 0.07268 -2.76168 3.32365  -0.062
3 C 1.49932 -2.53898 2.81633  -0.361
4 C 2.06946 -1.24206 3.38400  -0.076
5 C 1.57273 -2.61468 1.29715  -0.213
6 C 0.83539 -3.57744 0.60026  -0.020
7 C 0.89522 -3.67536 -0.77480  -0.027
8 C 1.68841 -2.81600 -1.53216  -0.275
9 C 1.65112 -2.85693 -3.03067  -0.033
10 C 2.45241 -1.88256 -0.84994  -0.063
11 C 2.39687 -1.78442 0.53977  -0.093
12 H 0.02410 -2.61349 4.40493  0.086
13 H -0.28364 -3.77180 3.12841  0.076
14 H -0.64100 -2.08001 2.85180  0.070
15 H 2.11741 -3.35502 3.20775  0.146
16 H 1.56757 -0.35248 2.97965  0.064
17 H 3.13273 -1.11803 3.17873  0.082
18 H 1.94984 -1.21302 4.46867  0.089
19 H 0.18797 -4.25363 1.14289  0.113
20 H 0.28483 -4.41429 -1.28137  0.126
21 H 0.69826 -2.45123 -3.38078  0.075
22 H 1.73748 -3.87481 -3.41253  0.084
23 H 2.45316 -2.26046 -3.46619  0.079
24 H 3.09222 -1.20622 -1.40547  0.111
25 H 3.01704 -1.03703 1.02311  0.101
26 C -3.34553 1.41310 3.76715  -0.006
27 C -2.42282 1.20203 2.60432  -0.290
28 N -1.22698 0.71691 2.72543  -0.054
29 O -0.88238 0.55843 4.09337  -0.076
30 C -2.92523 1.61443 1.28599  -0.321
31 C -4.34457 2.00802 1.02889  -0.037
32 N -2.01091 1.62471 0.35795  -0.288
33 O -2.22693 1.95292 -0.85959  -0.169
34 H -3.03949 0.86317 4.64877  0.074
35 H -4.35264 1.12145 3.47376  0.081
36 H -3.38626 2.47750 4.01166  0.101
37 H -0.14054 -0.05297 4.06388  0.038
38 H -4.64681 2.89590 1.59077  0.080
39 H -5.05357 1.21325 1.27249  0.079
40 H -4.43088 2.23112 -0.03344  0.070
41 O 0.82959 2.63235 1.39684  -0.170
42 C 0.82848 3.63494 0.36242  -0.238
43 C 2.25744 3.85434 -0.08569  -0.162
44 C 2.96316 2.60575 -0.62722  -0.137
45 C 2.37995 2.10023 -1.91863  -0.288
46 C 2.80786 2.59878 -3.14306  -0.015
47 C 2.21535 2.13598 -4.30558  -0.049
48 C 1.20986 1.18669 -4.21670  -0.038
49 C 0.83993 0.73608 -2.96283  -0.111
50 N 1.41460 1.17833 -1.83698  0.033
51 H -0.01699 2.65635 1.86611  0.062
52 H 0.42030 4.56579 0.76041  0.128
53 H 0.17820 3.31565 -0.46048  0.106
54 H 2.83344 4.24801 0.75444  0.120
55 H 2.25147 4.62986 -0.85738  0.124
56 H 2.93631 1.81066 0.12252  0.104
57 H 4.01856 2.84028 -0.78093  0.119
58 H 3.59854 3.33715 -3.17556  0.117
59 H 2.53384 2.51167 -5.26949  0.111
60 H 0.71174 0.79972 -5.09421  0.113
61 H 0.05681 -0.00494 -2.83486  0.091
62 F -6.07492 -2.93109 -1.93217  0.101
63 C -4.81903 -2.51726 -1.70623  -0.155
64 C -4.33829 -2.39545 -0.41387  -0.149
65 F -5.13459 -2.68431 0.62413  0.108
66 C -3.04204 -1.97590 -0.19442  -0.141
67 F -2.60544 -1.84440 1.07674  0.077
68 C -2.16378 -1.64539 -1.23709  -0.311
69 O -0.96218 -1.21580 -0.99760  -0.314
70 C -2.68420 -1.78507 -2.52942  -0.135
71 F -1.90228 -1.48253 -3.58491  0.084
72 C -3.97942 -2.20753 -2.76222  -0.148
73 F -4.43004 -2.32024 -4.01748  0.111

Forces on atoms 1 to 3 (eV/Å):
Sr 0.4 0.0 0.1
C -0.1 0.0 0.1
C 0.0 0.0 0.0

Summary:
Frontier orbital gap ... 7.6 eV
E ... -56638.5031 eV
Lowest unoccupied orbital energy ... 0.20 eV
F_max ... 0.58 eV/A

***

# 3
Density functional theory data (the ωB97M-V functional and the def2-TZVPD basis) for C28H32InN4O2S3Se2 as an isolated structure.

Each line ends with the Löwdin charge.
Geometry (Å):
1 In -1.05945 1.88065 1.25836  0.131
2 O -2.11212 7.11605 0.35677  -0.091
3 C -1.01869 6.17358 0.40686  -0.239
4 C -1.29543 5.10391 -0.72601  -0.559
5 C -1.39544 5.87655 -2.06377  -0.257
6 O -2.60667 6.53928 -2.25909  -0.075
7 C -0.03571 4.20524 -0.88175  -0.596
8 Se 0.88566 3.52136 0.68510  0.625
9 C -2.57777 4.31552 -0.42905  -0.486
10 Se -3.02874 3.72173 1.49352  0.487
11 H -2.11866 7.60694 1.21526  0.120
12 H -0.94200 5.59975 1.37790  0.065
13 H -0.03171 6.58066 0.21246  0.110
14 H -1.36254 5.15790 -2.90600  0.129
15 H -0.47252 6.50746 -2.23758  0.134
16 H -2.76165 7.02681 -1.40686  0.084
17 H 0.78632 4.86325 -1.34556  0.076
18 H -0.26091 3.33856 -1.56706  0.054
19 H -2.61932 3.34896 -1.01759  0.064
20 H -3.46668 4.91662 -0.63855  0.044
21 C 4.09411 0.30983 -1.13207  -0.112
22 C 2.72489 0.25065 -0.38310  -0.197
23 C 2.28290 -1.13037 -0.03596  -0.188
24 C 2.73251 -2.12308 -0.87016  -0.072
25 C 2.42097 -3.45262 -0.57343  -0.097
26 C 1.60998 -3.80563 0.49188  -0.058
27 C 1.01899 -2.83002 1.27998  -0.181
28 C 0.11036 -3.17241 2.41050  -0.204
29 C -0.65997 -4.54371 2.26707  -0.089
30 C 1.43977 -1.47231 1.06182  -0.204
31 N 0.85576 -0.47457 1.79802  0.074
32 C 0.74533 -0.61046 3.12558  -0.087
33 C 0.16548 0.39361 3.94137  -0.303
34 C -0.02229 0.45128 5.32528  -0.086
35 C -0.68069 1.63659 5.61278  -0.114
36 C -0.76653 2.37669 4.39658  -0.163
37 N -0.29843 1.61133 3.37607  -0.070
38 H 4.57168 1.24228 -1.12674  0.036
39 H 3.98654 0.12175 -2.20841  0.065
40 H 4.84510 -0.47166 -0.77886  0.095
41 H 1.94414 0.70375 -1.11912  0.128
42 H 2.74807 0.90638 0.51384  0.087
43 H 3.36270 -1.94806 -1.72107  0.095
44 H 2.86113 -4.24055 -1.16456  0.093
45 H 1.35592 -4.83372 0.69532  0.099
46 H -0.66039 -2.38399 2.47881  0.101
47 H 0.62419 -3.19468 3.36839  0.097
48 H -1.07761 -4.65456 1.25112  0.072
49 H -1.44742 -4.54240 3.00248  0.052
50 H -0.02273 -5.37676 2.62382  0.070
51 H 1.28767 -1.40215 3.61970  0.118
52 H 0.19344 -0.38043 6.07124  0.120
53 H -1.06385 1.88014 6.56709  0.066
54 H -1.01738 3.40432 4.27489  0.084
55 S -0.37290 -1.13438 -4.58369  0.589
56 C -0.65963 -1.04956 -2.94814  -1.078
57 S -1.21547 0.31281 -2.06582  0.989
58 C -1.39984 -0.65899 -0.64702  -1.032
59 N -1.06942 -1.91325 -0.80980  0.060
60 N -0.65501 -2.13146 -2.09441  -0.145
61 C -0.51950 -3.46086 -2.54171  -0.224
62 C 0.49302 -3.82640 -3.43311  -0.095
63 C 0.53508 -5.10858 -3.99800  -0.097
64 C -0.39268 -6.09436 -3.71501  -0.116
65 C -1.39913 -5.74005 -2.85213  -0.119
66 C -1.49248 -4.48638 -2.23170  0.008
67 S -2.34062 -0.08853 0.76382  0.574
68 H 1.28494 -3.06725 -3.69611  0.101
69 H 1.30323 -5.26584 -4.80072  0.115
70 H -0.33844 -7.14148 -4.09517  0.114
71 H -2.18033 -6.47445 -2.64483  0.099
72 H -2.35116 -4.31625 -1.57401  0.109

Forces on atoms 1 to 3 (eV/Å):
In 0.8 1.3 1.8
O 0.9 0.5 1.5
C -0.6 -2.2 -0.1

Summary:
Frontier orbital gap ... 7.0 eV
E ... -207984.8472 eV
Lowest unoccupied orbital energy ... 2.21 eV
F_max ... 3.37 eV/A
Charge ... -1

***

# 4
Density functional theory data (the ωB97M-V functional and the def2-TZVPD basis) for C28H32N5O4PTl as an isolated structure.

Each line ends with the Löwdin charge.
Geometry (Å):
1 Tl -0.09808 1.13080 -0.80103  0.746
2 N 2.05470 -0.40394 -0.17075  -0.042
3 C 3.07792 -0.94149 -1.06832  -0.261
4 C 2.47882 -1.81487 -2.15506  -0.235
5 N 1.48204 -1.06901 -2.90894  -0.062
6 C 1.08283 -1.69422 -4.15538  -0.251
7 C 0.42844 -0.68807 -5.09110  -0.286
8 N -0.70420 -0.03510 -4.44142  0.010
9 H 2.44453 0.28287 0.46897  0.057
10 H 1.61352 -1.14028 0.36974  0.031
11 H 3.82580 -1.53703 -0.52443  0.107
12 H 3.59375 -0.10676 -1.54047  0.095
13 H 2.07664 -2.73782 -1.70314  0.119
14 H 3.27763 -2.11442 -2.84008  0.110
15 H 0.66658 -0.96231 -2.31217  0.010
16 H 0.39117 -2.53870 -4.00549  0.111
17 H 1.96862 -2.10467 -4.64811  0.110
18 H 0.16442 -1.21021 -6.02305  0.100
19 H 1.15810 0.08554 -5.34670  0.098
20 H -1.42729 -0.69973 -4.19676  0.054
21 H -1.11843 0.67477 -5.02976  0.066
22 C -0.99848 -2.79687 6.06021  -0.108
23 C -1.88837 -1.77391 5.77014  -0.094
24 C -1.79622 -1.08306 4.56804  -0.081
25 C -0.80955 -1.40119 3.63897  -0.369
26 C 0.08767 -2.42492 3.94927  -0.117
27 C -0.00703 -3.12208 5.14253  -0.098
28 P -0.59198 -0.55849 2.01802  1.052
29 C -1.91789 0.68925 2.08457  -0.421
30 C -1.58210 1.92623 2.50162  -0.117
31 C -2.59191 2.91070 2.84513  -0.083
32 C -3.89992 2.64627 2.70943  -0.074
33 C -4.37473 1.44699 2.01170  -0.206
34 C -3.29572 0.37203 1.68509  -0.218
35 C -1.25648 -1.78358 0.83848  -0.455
36 C -1.93699 -2.93980 1.22583  -0.118
37 C -2.45896 -3.78535 0.25901  -0.121
38 C -2.31421 -3.44429 -1.07861  -0.123
39 C -1.64779 -2.27471 -1.43016  -0.167
40 C -1.06447 -1.39691 -0.50250  -0.270
41 H -1.07203 -3.33445 6.99729  0.093
42 H -2.66147 -1.51098 6.48203  0.097
43 H -2.49537 -0.28325 4.35423  0.100
44 H 0.86838 -2.67720 3.23955  0.102
45 H 0.69767 -3.91425 5.36338  0.096
46 H -0.53868 2.16510 2.68072  0.102
47 H -2.26950 3.82770 3.32215  0.099
48 H -4.64116 3.31362 3.13353  0.098
49 H -5.36402 1.09281 2.27510  0.125
50 H -3.59087 -0.66847 1.73661  0.131
51 H -2.06269 -3.18376 2.27606  0.093
52 H -2.97969 -4.69186 0.54567  0.088
53 H -2.72359 -4.09415 -1.84651  0.087
54 H -1.57850 -2.05316 -2.49052  0.048
55 O 4.65223 5.65166 -0.98463  0.097
56 C 4.58565 5.05439 -2.15005  -0.532
57 O 5.18360 5.45211 -3.13155  0.050
58 C 3.74039 3.82849 -2.23564  -0.059
59 C 3.60172 3.10697 -3.40016  -0.021
60 N 2.77110 2.08676 -3.12531  0.011
61 N 2.35968 2.08966 -1.85566  0.010
62 C 2.92394 3.14291 -1.28989  -0.139
63 C 2.65275 3.41851 0.17982  -0.605
64 O 3.20655 4.44911 0.64544  -0.002
65 O 1.91118 2.62301 0.77855  -0.103
66 H 4.10151 5.14112 -0.27389  0.038
67 H 4.04244 3.27063 -4.36793  0.127
68 H 2.45504 1.33136 -3.71450  0.128
69 C -3.93256 1.18102 0.60215  -0.073
70 H -4.62337 0.66844 -0.05189  0.107
71 H -3.31268 1.93451 0.13251  0.104

Forces on atoms 1 to 3 (eV/Å):
Tl -0.1 0.1 0.0
N 0.1 -0.1 -0.1
C 0.1 -0.1 0.2

Summary:
Frontier orbital gap ... 6.7 eV
E ... -59179.2320 eV
Lowest unoccupied orbital energy ... 2.36 eV
F_max ... 0.33 eV/A
Charge ... -1

***

Q: What is the formula in the third record?
A: C28H32InN4O2S3Se2